ORCA calculation (ωB97M-V/def2-TZVPD) on a 2-piece molecular cluster, C18H34BIN5O7 overall in a non-equilibrium geometry.

Geometry as ORCA input:
```
! RIJCOSX wB97M-V def2-TZVPD def2/J DEFGRID3
* xyz 1 1
C 3.63 -1.20 -2.68
C 3.39 -0.10 -2.30
N 2.89 1.07 -1.83
C 3.36 1.81 -0.80
I 5.02 1.32 0.35
N 2.58 2.84 -0.69
C 1.60 2.80 -1.60
N 0.62 3.65 -1.81
C 0.56 4.86 -0.97
C 0.24 4.64 0.51
O -0.35 5.51 1.07
O 0.56 3.49 1.18
O -0.30 3.55 -2.81
C -1.43 2.70 -2.49
C -1.90 2.68 -1.03
C -2.75 3.95 -0.76
C -2.86 1.44 -0.84
C -1.95 0.23 -0.53
C -3.83 1.21 -2.00
N 1.81 1.68 -2.34
B 1.17 1.00 -3.55
O 1.39 1.59 -4.77
O 0.47 -0.16 -3.49
H 3.70 -2.10 -3.25
H -0.17 5.56 -1.37
H 1.54 5.36 -1.04
H 1.42 3.58 1.60
H -1.31 1.66 -2.82
H -2.26 3.08 -3.09
H -1.09 2.52 -0.32
H -3.63 3.92 -1.41
H -2.24 4.88 -1.00
H -3.11 3.95 0.27
H -3.40 1.67 0.09
H -1.27 0.52 0.28
H -1.31 0.01 -1.39
H -2.49 -0.65 -0.17
H -3.36 0.60 -2.78
H -4.67 0.62 -1.63
H -4.26 2.13 -2.39
H 0.94 2.43 -4.85
H -0.48 0.01 -3.45
C 0.36 -6.54 2.25
O -0.22 -5.72 3.24
C 0.69 -5.25 4.23
C 0.98 -3.77 4.06
N 1.78 -3.51 2.87
C 1.85 -2.10 2.48
C 0.55 -1.37 2.16
O -0.09 -1.79 0.97
C -0.87 -2.96 1.09
H -0.45 -7.01 1.70
H 0.96 -5.95 1.54
H 0.99 -7.32 2.69
H 1.62 -5.84 4.23
H 0.21 -5.40 5.19
H 1.53 -3.41 4.94
H 0.02 -3.26 4.03
H 1.40 -4.03 2.10
H 2.49 -2.05 1.60
H 2.37 -1.55 3.28
H 0.81 -0.32 2.00
H -0.16 -1.37 3.00
H -1.36 -3.04 2.06
H -0.27 -3.85 0.89
H -1.64 -2.93 0.32
*
```

Output
- Kohn-Sham gap (eV) = 7.29

Löwdin atomic charge list, values in e, 2 entries: 0.23, -0.12

---

ORCA calculation (ωB97M-V/def2-TZVPD) on one molecule with the formula C18H26N2O2.

Geometry as ORCA input:
```
! RIJCOSX wB97M-V def2-TZVPD def2/J DEFGRID3
* xyz 0 1
C 0.40 -6.12 -4.50
C 0.08 -5.47 -3.16
C 1.26 -5.59 -2.19
C 0.97 -5.09 -0.78
C 0.67 -3.59 -0.69
C -0.83 -3.28 -0.65
C -1.04 -1.77 -0.66
O -1.29 -1.15 -1.66
N -0.89 -1.22 0.58
C -0.98 0.12 0.97
C -1.34 1.14 0.09
C -1.41 2.44 0.54
C -1.13 2.76 1.87
C -1.26 4.16 2.38
O -2.10 4.47 3.20
N -0.39 5.04 1.86
C 0.78 4.72 1.05
C 1.53 6.05 0.92
C 1.12 6.81 2.18
C -0.35 6.42 2.33
C -0.79 1.73 2.74
C -0.71 0.43 2.30
H 0.61 -7.18 -4.38
H 1.27 -5.65 -4.96
H -0.44 -6.01 -5.18
H -0.79 -5.95 -2.72
H -0.15 -4.42 -3.32
H 1.56 -6.64 -2.13
H 2.11 -5.03 -2.60
H 1.85 -5.31 -0.16
H 0.13 -5.65 -0.36
H 1.13 -3.18 0.22
H 1.12 -3.07 -1.54
H -1.28 -3.73 0.23
H -1.31 -3.69 -1.54
H -0.66 -1.85 1.33
H -1.57 0.90 -0.93
H -1.72 3.22 -0.14
H 0.49 4.31 0.08
H 1.39 3.97 1.57
H 2.60 5.90 0.84
H 1.18 6.58 0.03
H 1.26 7.88 2.08
H 1.69 6.46 3.03
H -0.72 6.46 3.35
H -0.99 7.04 1.70
H -0.60 1.97 3.78
H -0.44 -0.36 2.99
*
```

Output
- SMILES string = CCCCCCC(=O)Nc1ccc(C(=O)N2CCCC2)cc1
- relative energy (zero: lowest compared OMol25 entry of this formula, charge and spin) (eV) = 0.708
- Kohn-Sham gap (eV) = 9.18

Löwdin atomic charge list, values in e, 2 entries: -0.12, -0.28

---

| no. | E (Ha) |
| --- | --- |
| 1 | -1828.91067 |
| 2 | -961.52710 |